--- one ---
This record from the OMol25 dataset describes a cluster of 2 separate species, C13H22N5O4 in total. The level of theory is wB97M-V/def2-TZVPD.

XYZ file:
```
44
C13H22N5O4 (wB97M-V/def2-TZVPD)
C -2.21112 -0.21327 0.02090
N -1.02750 0.35455 -0.64853
C 0.11920 -0.50665 -0.78836
N -0.03604 -1.32252 -2.04095
C -0.77989 -2.45495 -2.00427
N -1.17265 -3.02751 -3.18222
N -1.13078 -3.02324 -0.79839
C -0.07031 -4.01231 -0.39616
C -0.37060 -4.66285 0.96360
O 0.61689 -4.33510 1.93002
C 0.22842 -3.66157 3.07151
C -0.56787 -2.39802 2.88525
O 0.57722 -4.07081 4.13571
H -2.96146 -0.51255 -0.71882
H -1.97462 -1.05250 0.67263
H -2.66052 0.56520 0.64117
H -0.71785 1.11410 -0.05174
H 0.97883 0.14123 -0.97511
H 0.37445 -1.12312 0.08636
H 0.89079 -1.52799 -2.42106
H -0.49906 -3.25109 -3.89897
H -2.14918 -3.08550 -3.42648
H -2.00905 -3.52269 -0.92569
H 0.87515 -3.47713 -0.29227
H 0.00955 -4.79134 -1.15864
H -0.33273 -5.74989 0.84821
H -1.37839 -4.41558 1.31354
H 0.04128 -1.54332 3.18522
H -1.46367 -2.45300 3.50659
H -0.87945 -2.26736 1.85028
C 2.59530 6.23540 -0.93374
C 3.09699 5.11620 -0.28138
C 2.23325 4.22502 0.33274
C 0.87405 4.47778 0.27557
C 0.35182 5.58815 -0.36305
C 1.22726 6.47179 -0.97174
N -0.05128 3.53251 0.91191
O 0.42107 2.55988 1.48209
O -1.23949 3.75400 0.83586
H 3.27410 6.92770 -1.41302
H 4.16269 4.93832 -0.24882
H 2.60860 3.35493 0.84967
H -0.71381 5.75907 -0.38350
H 0.84040 7.34605 -1.47588
```

The gap between HOMO and LUMO is 7.37 eV. Its molar mass is 312.35 g/mol. Its net charge is +1. As for the highest occupied orbital energy: -12.2 eV.

Atomic partial charges in e from the Löwdin method, atoms 1 to 6: number 1, C, carries -0.10; number 2, N, carries -0.07; number 3, C, carries -0.20; number 4, N, carries 0.14; number 5, C, carries -0.34; number 6, N, carries 0.19

--- two ---
This record from the OMol25 dataset describes the ion C13H22N5O4 with charge +1. The level of theory is wB97M-V/def2-TZVPD.

XYZ file:
```
44
C13H22N5O4 (wB97M-V/def2-TZVPD)
C -0.27579 3.00649 -4.11119
N -0.06589 1.67379 -3.54627
C -0.07122 1.42697 -2.23336
O -0.27746 2.28004 -1.37272
C 0.09754 -0.05810 -1.76491
N -0.68927 -0.22740 -0.55119
C -1.18188 -1.30828 0.00055
O -0.94995 -2.39466 -0.50671
C -2.02210 -1.19638 1.30138
C -1.29971 -2.00765 2.46493
C 0.23153 -2.01117 2.51158
C 1.04010 -3.09086 2.18724
N 2.34290 -2.66019 2.27677
C 2.32687 -1.31976 2.52585
N 1.05305 -0.91265 2.68259
N -2.40335 0.18317 1.70372
C -1.62411 1.26802 1.99053
C -2.39512 2.50877 2.35380
O -0.41586 1.20584 2.02368
C 1.56826 -0.44017 -1.50324
C 2.45737 -0.22914 -2.69576
O 2.15788 0.18979 -0.37709
H -1.35845 3.19038 -4.18845
H 0.18723 3.03620 -5.09273
H 0.24655 3.75156 -3.49739
H 0.14267 0.87630 -4.13082
H -0.22791 -0.62498 -2.61326
H -0.92874 0.65124 -0.13504
H -2.94178 -1.72406 1.10062
H -1.66891 -1.67318 3.44669
H -1.60531 -3.07405 2.29949
H 0.70344 -4.11171 1.93114
H 3.16282 -3.24018 2.06703
H 3.15078 -0.64150 2.51531
H 0.70560 0.04254 2.69544
H -3.37711 0.34327 1.72813
H -2.91054 2.37026 3.31670
H -3.11315 2.62948 1.51630
H -1.66804 3.32213 2.32760
H 1.56104 -1.49346 -1.30831
H 3.43261 -0.68958 -2.45341
H 2.01481 -0.78136 -3.49925
H 2.56782 0.82327 -2.85251
H 2.32079 1.13099 -0.53343
```

The gap between HOMO and LUMO is 9.99 eV. The SMILES is CNC(=O)[C@H](NC(=O)[C@@H](Cc1c[nH]c[nH+]1)NC(C)=O)[C@@H](C)O. Its molar mass is 312.35 g/mol. Its net charge is +1. As for the highest occupied orbital energy: -12.2 eV.

Atomic partial charges in e from the Löwdin method, atoms 1 to 6: number 1, C, carries -0.04; number 2, N, carries 0.03; number 3, C, carries -0.44; number 4, O, carries 0.06; number 5, C, carries -0.14; number 6, N, carries 0.15

Question: of the structures shown, which is the least stable? Reply: one.